(1)
This record from the Open Molecules 2025 dataset describes C40H34HoN5O3PSSe as an isolated structure at a distorted geometry. The level of theory is wB97M-V/def2-TZVPD.

Structure (XYZ):
```
86
Properties=species:S:1:pos:R:3:forces:R:3
Ho 10.4725 14.1235 11.1633 0.036 -2.483 2.326
N 10.2078 18.4065 12.0280 0.418 0.196 -1.694
C 9.8159 18.8395 13.3012 -0.148 0.110 1.855
C 9.9239 20.2183 13.5910 -2.088 -1.124 -0.678
C 9.3483 20.6989 14.7967 1.233 -0.710 0.552
C 9.0313 19.7590 15.7763 -0.704 -1.361 -1.297
C 8.9108 18.3693 15.4802 0.086 -0.350 0.305
C 9.3332 17.8755 14.2566 0.664 3.205 -0.680
S 9.5185 16.2001 13.9993 0.191 -1.518 -0.645
N 9.8187 16.0906 12.3014 -0.198 1.982 -2.160
C 10.0516 17.1457 11.5026 0.752 -0.092 3.646
C 10.4240 17.0030 10.0801 -0.209 0.596 -1.218
C 10.8948 18.1051 9.3312 1.106 0.049 0.814
C 11.3382 17.8748 8.0298 -0.466 -0.403 0.535
C 11.0328 16.6212 7.4350 -0.437 1.699 -0.877
C 10.4376 15.6354 8.1898 0.258 0.503 0.719
N 10.2443 15.8041 9.5233 -0.420 0.455 -1.090
H 10.5715 19.1743 11.4281 -0.719 -1.247 0.776
H 10.1266 20.8424 12.7038 0.170 0.067 0.852
H 9.2681 21.7575 15.0585 0.266 -0.364 -0.350
H 8.7630 19.9912 16.7695 -0.398 0.823 0.793
H 8.4895 17.6202 16.2159 0.693 1.189 -0.639
H 11.1173 19.0857 9.8411 -0.324 -1.235 -1.071
H 11.8931 18.6854 7.5421 -0.467 -0.538 -0.209
H 11.0750 16.5609 6.3313 0.416 -0.384 0.839
H 10.1488 14.6875 7.7418 0.115 0.073 0.303
C 13.4491 13.9570 7.6939 1.738 1.309 -1.223
C 13.9725 14.0511 9.1012 0.617 2.031 -0.375
C 14.7917 15.4139 9.3101 -0.109 -1.481 0.387
O 14.7685 12.8974 9.3833 0.512 0.919 0.086
C 12.7918 13.9550 10.0088 0.905 0.592 1.417
O 12.7856 14.5470 11.1293 -0.625 0.234 -0.453
O 11.8113 13.2600 9.6399 -0.946 -0.653 -0.741
H 14.3308 14.0421 7.0535 0.057 0.026 -0.138
H 12.7581 14.7312 7.3050 0.234 -0.552 0.803
H 13.1159 12.9817 7.5558 -1.095 -1.573 -0.415
H 15.8300 15.2513 8.9667 -0.510 0.138 -0.147
H 14.8430 15.6739 10.3662 -0.036 -0.169 0.094
H 14.3630 16.2792 8.8065 -0.115 -0.230 -0.282
H 15.5941 13.2684 9.7421 -0.294 -0.626 -0.061
C 9.2500 7.1647 14.0817 -1.856 1.657 0.025
C 10.1847 8.0666 14.5918 0.154 -0.515 -0.712
C 9.9721 9.4288 14.4856 -0.320 1.155 0.275
C 8.7536 9.9762 13.9881 2.077 -2.258 -0.376
C 7.8739 9.0577 13.4099 -1.318 -0.066 0.943
C 8.0057 7.6879 13.5743 1.855 -0.936 0.083
P 8.3462 11.6617 13.7095 0.124 1.660 -0.187
C 7.2165 12.0562 15.0785 -0.766 -1.447 0.188
C 6.3420 11.0324 15.5901 1.605 1.155 -0.973
C 5.4706 11.3476 16.5846 -0.823 0.889 0.626
C 5.1589 12.6997 16.8944 -1.066 -1.338 -0.608
C 5.8820 13.6618 16.2271 0.153 1.426 2.069
C 7.0202 13.3487 15.5223 0.361 0.467 -0.798
C 9.8756 12.5631 14.1582 0.609 0.014 1.472
C 10.1353 12.7107 15.5418 -0.540 -0.249 -1.165
C 11.4050 13.0647 15.9584 -0.809 0.171 1.053
C 12.4249 13.1047 15.0547 1.790 0.059 -0.827
C 12.2032 12.8581 13.6886 0.009 0.462 2.238
C 10.9278 12.7556 13.2225 -2.427 -0.409 -2.158
H 9.4083 6.1140 14.1084 0.101 -0.677 0.133
H 11.1446 7.7348 15.0045 -0.455 -0.041 -0.233
H 10.8198 10.0606 14.7874 -0.707 0.058 0.018
H 6.9331 9.4485 13.0007 0.350 -0.193 -0.066
H 7.2043 7.0023 13.2766 0.432 0.299 -0.080
H 6.3934 10.0220 15.1951 0.230 0.109 0.370
H 5.0354 10.5274 17.1171 -0.697 -0.168 0.164
H 4.2306 12.9130 17.4716 1.160 -0.011 -0.181
H 5.7804 14.7206 16.5120 -0.394 -0.470 -0.278
H 7.7042 14.1877 15.3168 -0.236 -0.665 -0.343
H 9.3096 12.5342 16.2281 0.439 0.056 0.180
H 11.5431 13.2539 17.0168 0.312 0.046 -0.051
H 13.4540 13.3648 15.3538 -0.560 -0.342 0.116
H 13.0280 12.6998 13.0540 0.987 0.450 -0.816
Se 6.6770 13.8489 12.0652 1.729 -1.743 -1.514
N 8.2231 13.2179 11.0656 -1.409 1.570 0.450
C 7.8708 12.0765 10.5551 -1.027 -1.672 -0.988
C 8.6098 11.2999 9.5731 0.190 -1.135 0.860
C 8.1656 10.0449 9.2251 0.077 0.815 -0.051
C 6.9273 9.5032 9.7034 -0.845 1.689 0.146
C 6.0288 10.3252 10.3406 -1.294 -1.769 0.379
C 6.5105 11.5347 10.8706 0.089 3.973 1.234
N 5.7803 12.4080 11.6204 0.606 -1.253 -1.060
H 9.6145 11.5560 9.2693 0.000 0.477 -0.218
H 8.6898 9.4857 8.4417 0.087 0.106 0.631
H 6.6519 8.5135 9.4566 -0.276 -0.804 -0.463
H 4.9228 10.0509 10.5318 2.144 0.297 -0.170
```
Positions in Å, forces in eV/Å.

Results
⟨S²⟩: 6.00
Orbital gap (alpha / beta), eV: 4.995 / 4.998
Calculated total energy, a.u.: -6132.954897
Relative energy (zero: lowest compared OMol25 entry of this formula, charge and spin), eV: 1.2690
HOMO (alpha / beta), eV: -9.22 / -9.23
Multiplicity: 5
Charge: +1
Lowest unoccupied orbital energy (alpha / beta), eV: -4.228 / -4.231

(2)
This record from the Open Molecules 2025 dataset describes C40H34N3P2Rb as an isolated structure. The level of theory is wB97M-V/def2-TZVPD.

Structure (XYZ):
```
80
Properties=species:S:1:pos:R:3:forces:R:3
Rb 0.9375 0.1037 0.9391 -0.082 0.256 0.134
C -2.8411 -0.7010 2.2904 0.039 0.083 -0.107
P -1.5916 0.1351 3.3872 0.047 -0.101 -0.122
C -2.3881 -0.0051 5.0343 0.016 0.024 -0.002
C -2.8588 -1.2482 5.4601 0.021 0.002 -0.032
C -3.4159 -1.4052 6.7199 -0.001 -0.012 -0.009
C -3.5042 -0.3229 7.5841 0.000 -0.001 -0.003
C -3.0314 0.9154 7.1762 0.008 0.015 -0.005
C -2.4783 1.0734 5.9132 0.001 -0.007 -0.017
C -1.8678 1.9047 3.0125 -0.117 0.088 0.056
C -3.1445 2.4423 2.8411 0.010 -0.031 -0.029
C -3.3201 3.7910 2.5910 -0.038 0.010 -0.005
C -2.2196 4.6354 2.5159 0.001 0.024 -0.006
C -0.9480 4.1214 2.6936 0.165 -0.025 -0.037
C -0.7739 2.7615 2.9329 -0.092 -0.009 0.071
C -2.6202 -0.3965 0.8345 0.109 -0.120 0.145
C -3.3755 0.4463 0.0328 0.015 0.023 -0.066
C -2.7828 0.3989 -1.2487 -0.042 -0.003 0.029
C -1.7102 -0.4773 -1.1343 0.011 0.014 -0.111
C -0.7249 -0.8706 -2.1980 -0.016 -0.049 0.044
P 0.5079 0.4854 -2.4556 0.107 -0.022 -0.119
C -0.4540 1.6595 -3.4740 0.033 0.007 0.071
C -0.6183 2.9584 -3.0061 -0.035 0.008 -0.045
C -1.3935 3.8727 -3.7095 0.015 0.000 0.026
C -2.0092 3.4915 -4.8904 0.006 0.002 0.012
C -1.8493 2.1956 -5.3681 -0.016 -0.004 -0.025
C -1.0784 1.2864 -4.6637 0.001 0.014 0.007
C 1.6592 -0.2543 -3.6889 -0.036 -0.031 0.070
C 2.2038 -1.5120 -3.4162 -0.046 0.036 0.025
C 3.1440 -2.0832 -4.2587 0.008 -0.007 0.002
C 3.5729 -1.4014 -5.3900 -0.005 -0.017 0.021
C 3.0516 -0.1462 -5.6648 -0.006 0.025 -0.005
C 2.1045 0.4218 -4.8226 -0.011 0.034 0.002
N -1.5931 -0.9645 0.1345 -0.091 0.045 0.129
H -3.8481 -0.4084 2.5943 -0.006 -0.017 0.003
H -2.7424 -1.7737 2.4737 -0.001 -0.003 0.011
H -2.7920 -2.1042 4.7989 -0.008 -0.010 0.015
H -3.7822 -2.3773 7.0251 -0.002 0.004 0.010
H -3.9394 -0.4447 8.5676 0.000 0.001 0.001
H -3.0951 1.7686 7.8399 -0.007 -0.010 0.010
H -2.1226 2.0491 5.6060 -0.002 0.001 0.009
H -4.0111 1.7970 2.9044 0.000 -0.007 0.004
H -4.3166 4.1911 2.4530 -0.007 -0.020 0.002
H -2.3586 5.6912 2.3220 0.010 0.004 0.003
H -0.0844 4.7734 2.6478 -0.013 0.011 -0.005
H 0.2248 2.3690 3.1005 -0.004 0.004 -0.007
H -4.2513 1.0045 0.3317 -0.002 0.009 -0.014
H -3.1089 0.9105 -2.1433 0.008 0.004 0.000
H -1.2035 -1.1340 -3.1443 -0.008 0.059 -0.013
H -0.1668 -1.7472 -1.8680 -0.018 -0.009 0.010
H -0.1502 3.2518 -2.0743 0.004 -0.009 0.004
H -1.5197 4.8773 -3.3266 -0.009 0.003 -0.015
H -2.6177 4.1989 -5.4392 0.000 0.001 0.000
H -2.3338 1.8958 -6.2889 0.005 -0.009 0.003
H -0.9591 0.2765 -5.0390 -0.005 0.000 -0.010
H 1.8867 -2.0497 -2.5302 0.020 -0.027 -0.014
H 3.5378 -3.0667 -4.0301 0.011 0.003 -0.018
H 4.3050 -1.8464 -6.0516 0.001 0.003 -0.004
H 3.3780 0.3980 -6.5422 0.007 -0.010 -0.004
H 1.7042 1.4010 -5.0551 0.003 0.000 -0.009
C 0.8629 -4.7225 -0.0639 -0.020 0.046 0.004
C 2.1517 -5.2117 -0.1636 -0.024 -0.037 -0.006
C 3.2157 -4.3229 -0.1373 0.083 -0.056 -0.013
C 2.9492 -2.9672 -0.0140 -0.090 0.051 -0.029
N 1.7025 -2.4978 0.0847 0.240 0.054 0.017
C 0.6843 -3.3487 0.0635 -0.121 -0.263 0.037
C 4.0447 -1.9544 -0.0038 -0.034 0.040 0.059
C 5.1777 -2.1385 -0.7863 0.062 -0.039 -0.053
C 6.1788 -1.1825 -0.7660 -0.006 -0.007 -0.003
C 6.0200 -0.0733 0.0442 -0.044 0.014 0.044
C 4.8522 0.0303 0.7859 0.032 0.058 0.000
N 3.8767 -0.8723 0.7679 -0.002 -0.117 -0.111
H 0.0072 -5.3828 -0.0806 -0.011 0.009 0.003
H 2.3333 -6.2749 -0.2538 0.004 -0.002 -0.001
H 4.2334 -4.6859 -0.1919 0.005 0.035 0.006
H -0.3010 -2.8935 0.1520 -0.019 -0.025 -0.014
H 5.2596 -3.0070 -1.4253 -0.008 0.006 0.001
H 7.0624 -1.2995 -1.3793 -0.001 -0.006 -0.002
H 6.7706 0.7023 0.1019 0.005 -0.004 -0.009
H 4.6964 0.8894 1.4303 -0.011 -0.001 -0.002
```
Positions in Å, forces in eV/Å.

Results
Orbital gap, eV: 6.069
Calculated total energy, a.u.: -2415.758923
Relative energy (zero: lowest compared OMol25 entry of this formula, charge and spin), eV: 0.0000
HOMO, eV: -6.06
Charge: 0
Lowest unoccupied orbital energy, eV: 0.005

(3)
This record from the Open Molecules 2025 dataset describes C40H35As2CdF3NO7PSSe2 as an isolated structure at a distorted geometry. The level of theory is wB97M-V/def2-TZVPD.

Structure (XYZ):
```
93
Properties=species:S:1:pos:R:3:forces:R:3
Cd -0.0636 0.8925 -0.2802 0.502 0.475 0.634
C 1.4126 0.7584 3.5510 0.842 0.552 -1.672
As -0.0826 0.0213 2.5090 0.713 -0.443 -0.501
C 0.1972 -1.8829 2.8756 1.137 0.109 -1.334
C -1.6323 0.3679 3.6066 0.362 0.791 0.496
C -1.5079 1.3205 4.6238 0.071 0.317 0.332
C -2.6422 1.7979 5.2668 -0.649 -0.314 -0.159
C -3.9171 1.3772 4.8364 0.377 0.543 0.844
C -4.0383 0.3974 3.8853 0.530 -0.337 -0.521
C -2.8925 -0.1143 3.2940 -0.182 -0.299 -0.666
As -3.1015 -1.4275 1.8593 0.149 -0.001 -0.027
C -3.0358 -2.9835 3.0257 0.097 -0.617 0.069
C -5.0315 -1.5131 1.6307 -0.806 -0.476 -0.164
H 1.3348 0.5196 4.5871 -0.098 0.155 0.867
H 1.4703 1.8481 3.2802 -0.171 -0.918 0.723
H 2.3693 0.3156 3.1592 -1.022 0.183 0.165
H 0.0016 -2.1151 3.8922 -0.209 -0.280 0.963
H 1.2637 -2.0993 2.6260 -0.696 0.156 0.242
H -0.4050 -2.4661 2.1768 0.024 0.015 0.232
H -0.5293 1.7475 4.8935 -0.517 -0.357 -0.153
H -2.5681 2.4795 6.1141 0.056 0.069 -0.363
H -4.7916 1.8507 5.2609 -0.115 -0.071 0.121
H -4.9496 -0.0055 3.4680 -0.430 0.484 0.498
H -3.9401 -3.0519 3.6497 0.426 0.066 -0.072
H -2.1164 -2.9627 3.6157 -0.307 -0.098 0.058
H -2.9922 -3.8452 2.3515 -0.041 -0.098 0.234
H -5.6821 -1.8153 2.4885 0.792 0.350 -0.323
H -5.2202 -2.2666 0.8476 0.181 0.260 0.152
H -5.3523 -0.5592 1.2291 -0.335 0.089 0.050
Se 3.5706 -0.6655 0.3487 0.054 0.044 0.165
P 2.4609 -2.3411 -0.3682 0.715 -0.038 0.483
Se 0.3545 -1.9849 -0.6665 0.092 -0.516 -0.232
C 3.3416 -3.0789 -1.8167 -0.548 0.698 -0.120
C 4.7160 -2.9279 -1.9814 -0.316 0.705 1.337
C 5.3496 -3.5588 -3.0195 -0.232 0.280 0.424
C 4.6418 -4.3431 -3.8739 -1.469 -0.684 -0.210
C 3.2549 -4.4639 -3.7467 0.352 -0.017 0.243
C 2.5856 -3.7941 -2.7405 0.380 0.296 0.267
C 2.6990 -3.8194 0.7268 -0.532 -0.971 0.894
C 3.8003 -3.9584 1.6182 -1.521 -0.361 -1.706
C 3.9516 -5.1210 2.3597 0.113 0.204 0.024
C 3.0244 -6.1543 2.3069 0.628 1.114 -0.162
C 1.9393 -5.9899 1.4460 0.207 -0.913 0.900
C 1.7314 -4.8767 0.6754 1.891 1.520 0.533
H 5.2697 -2.3071 -1.2499 -0.393 -0.400 -0.558
H 6.3854 -3.4477 -3.1300 1.394 0.108 -0.184
H 5.1351 -4.9293 -4.6054 0.455 -0.335 -0.761
H 2.7110 -5.1401 -4.3686 -0.250 -0.188 -0.594
H 1.5052 -3.7639 -2.6298 0.052 -0.338 -0.123
H 4.5389 -3.1906 1.6021 0.401 0.539 0.274
H 4.8293 -5.1923 2.9824 0.097 -0.138 0.245
H 3.2123 -6.9899 2.9750 -0.484 -0.196 -0.369
H 1.2260 -6.7760 1.4496 -0.750 -0.563 -0.206
H 0.8397 -4.7666 0.1046 -0.458 0.076 -0.490
O -6.0576 -0.2508 -1.6093 -1.608 -0.458 0.083
C -4.9606 0.1891 -1.4467 2.415 0.614 -0.730
C -3.7910 0.0137 -2.4222 -0.497 0.254 0.615
O -3.9168 -0.3301 -3.5805 0.315 -0.283 -0.315
C -2.5825 0.4159 -1.6749 -1.614 0.784 0.789
C -2.9878 1.0410 -0.4191 -0.392 -0.781 -1.790
O -2.1725 1.5195 0.4083 0.627 -0.001 0.450
C -4.4293 1.0478 -0.3415 -0.772 -0.346 0.821
O -5.1341 1.5366 0.5449 0.113 0.311 -0.020
O -1.3941 0.3609 -2.0491 0.974 -0.201 -0.285
F 2.4192 1.1497 -7.0079 -0.788 0.136 -0.465
C 2.9722 1.9183 -6.0651 -0.269 -0.653 0.556
F 4.2613 1.6140 -6.1319 1.456 0.104 0.110
F 2.8523 3.2052 -6.4086 -0.217 0.180 -0.199
C 2.4426 1.6218 -4.6860 0.130 0.497 -0.060
C 1.7566 0.4526 -4.4352 -0.114 -0.103 -0.460
C 1.2494 0.2524 -3.1697 -0.476 0.937 0.595
N 1.4529 1.1458 -2.1970 0.552 0.347 0.204
C 2.2034 2.2463 -2.4099 -0.567 -0.053 0.626
C 2.6855 2.5503 -3.6772 -0.670 -0.602 0.191
H 1.5023 -0.2204 -5.2422 0.137 -0.101 0.067
H 0.5259 -0.5057 -2.9002 0.313 -0.290 -0.320
H 2.3130 2.9091 -1.5147 -0.081 -0.530 -0.917
H 3.0778 3.5165 -3.9158 0.497 0.273 0.090
O -3.7073 7.3676 -1.5712 0.498 0.377 -0.215
C -2.3552 7.6155 -1.3701 -1.580 1.734 -1.023
O -1.9489 8.6992 -1.7459 -0.152 -0.683 0.322
C -1.5899 6.6016 -0.7180 0.506 -0.435 0.110
C -0.2455 6.8747 -0.4364 0.721 -0.368 0.697
C 0.5356 5.8697 0.1579 0.390 1.259 -0.368
C 0.0101 4.6131 0.4363 0.149 -1.269 -0.139
S 1.0693 3.2710 0.9525 -0.493 0.162 -0.371
C -1.3542 4.3835 0.1786 -0.691 0.543 0.085
C -2.1527 5.3588 -0.4040 1.118 -0.418 0.312
H -3.9617 6.4528 -1.4079 0.294 0.060 0.169
H 0.2132 7.8712 -0.6380 -0.691 -0.959 0.019
H 1.5992 6.0778 0.3766 -0.688 -0.242 -0.148
H -1.8546 3.4664 0.4581 0.441 -0.181 -0.055
H -3.1768 5.0732 -0.6398 0.158 0.150 0.172
```
Positions in Å, forces in eV/Å.

Results
Orbital gap, eV: 5.884
Calculated total energy, a.u.: -12608.178254
Relative energy (zero: lowest compared OMol25 entry of this formula, charge and spin), eV: 0.2464
HOMO, eV: -2.13
Charge: -2
Lowest unoccupied orbital energy, eV: 3.758

Question: What is the relative energy (zero: lowest compared OMol25 entry of this formula, charge and spin) in the first record?
Answer: 1.2690 eV